[1]
2 unconnected molecules or ions with the total composition N2O5S2 at a distorted geometry. Source: the OMol25 dataset; level of theory: ωB97M-V with the def2-TZVPD basis set.

Atoms and positions in Å:
N -1.18 -0.32 -0.27
N -2.20 0.39 -0.54
O -2.67 1.23 0.23
O 2.11 -0.36 -1.29
O -2.87 0.01 -1.49
O 3.36 -0.84 0.78
O 2.91 1.47 0.17
S -0.18 0.07 1.04
S 2.50 0.08 0.00

Results
* orbital gap (alpha / beta): 6.00 / 5.91 eV
* calculated total energy: -34883.69225 eV
* ΔE to the lowest compared entry with this formula, charge and spin: 0.2 kJ/mol
* HOMO (alpha / beta): 0.04 / 0.20 eV
* 2S+1: 1
* lowest unoccupied orbital energy (alpha / beta): 6.05 / 6.11 eV
* charge: -2

=====

[2]
2 unconnected molecules or ions with the total composition C3H5NOSe at a distorted geometry. Source: the OMol25 dataset; level of theory: ωB97M-V with the def2-TZVPD basis set.

Atoms and positions in Å:
C 2.79 0.26 -0.08
C -1.17 -0.78 -1.23
C -2.02 1.26 0.81
N 2.86 -0.68 0.63
O 2.99 1.26 -0.62
Se -0.64 0.60 -0.13
H -2.07 -1.25 -1.03
H -0.45 -1.42 -1.70
H -1.82 1.78 1.72
H -2.78 0.46 0.77
H 2.31 -1.48 0.86

Results
* orbital gap (alpha / beta): 7.90 / 7.81 eV
* calculated total energy: -72071.96147 eV
* ΔE to the lowest compared entry with this formula, charge and spin: 313.3 kJ/mol
* HOMO (alpha / beta): -8.19 / -8.10 eV
* 2S+1: 1
* lowest unoccupied orbital energy (alpha / beta): -0.29 / -0.28 eV